Below is a 6-piece molecular cluster, C19H49Cl4O15P3 overall at a distorted geometry, with properties calculated with the ωB97M-V functional and the def2-TZVPD basis.

The geometry in XYZ format:
```
90
Properties=species:S:1:pos:R:3:forces:R:3
Cl 0.311 1.675 0.190 0.219 0.860 -0.146
C 0.987 0.203 -0.511 -0.301 0.090 0.981
C 0.281 -0.930 0.189 0.555 -1.001 -1.633
Cl 0.979 -1.374 1.742 -0.153 0.298 0.333
H 2.045 0.086 -0.277 -0.035 0.488 -0.292
H 0.827 0.229 -1.589 0.037 -0.112 0.086
H 0.557 -1.738 -0.488 -0.517 -0.651 0.186
H -0.800 -0.799 0.238 0.128 -0.009 0.246
Cl 3.037 -6.672 3.978 -0.555 0.379 -0.268
C 2.321 -5.132 3.338 2.540 0.057 -0.891
C 3.506 -4.282 2.727 -0.892 -0.038 0.162
Cl 4.263 -4.847 1.123 -0.835 0.222 1.444
H 1.968 -4.570 4.202 -0.322 -0.108 -0.273
H 1.595 -5.350 2.554 -0.145 -0.045 0.448
H 4.293 -4.158 3.471 0.137 -0.376 -0.304
H 3.106 -3.285 2.545 0.048 -0.046 -0.339
C 2.482 4.251 -1.979 -0.519 -0.480 0.867
O 2.099 4.334 -3.328 -1.289 -0.840 -2.210
P 1.176 3.169 -3.970 0.413 -0.278 -1.934
O 0.906 3.248 -5.446 0.462 0.225 2.715
O 1.975 1.772 -3.616 -0.964 0.397 0.567
C 3.157 1.390 -4.327 1.006 0.617 -0.379
O -0.152 3.143 -3.040 1.672 0.636 0.132
C -1.291 2.416 -3.425 -0.391 -1.041 -0.552
H 2.971 5.173 -1.663 -0.014 -0.120 -0.285
H 3.126 3.380 -1.860 0.137 0.111 0.321
H 1.547 4.111 -1.438 0.314 0.018 0.683
H 4.030 1.252 -3.688 -0.333 0.314 0.712
H 3.435 2.181 -5.025 -0.134 -0.202 -0.275
H 3.124 0.425 -4.833 -0.925 0.111 -0.155
H -1.265 2.285 -4.507 -0.257 -0.171 -0.015
H -2.256 2.833 -3.137 0.433 0.900 0.046
H -1.296 1.459 -2.903 0.299 -0.346 -0.118
C -0.434 2.694 7.092 0.205 0.233 1.741
O -0.898 2.594 5.789 0.768 0.164 -2.879
P 0.144 2.239 4.591 -2.067 -0.214 -1.153
O 1.185 1.243 4.930 -0.878 1.288 -0.562
O 0.591 3.682 3.919 -1.247 -2.164 1.406
C 1.290 3.581 2.684 0.839 0.720 -0.247
O -0.953 1.661 3.469 1.809 0.330 0.781
C -2.106 2.395 3.053 -0.469 0.034 1.445
H -0.096 3.701 7.337 0.442 0.026 -0.291
H 0.336 1.940 7.255 0.006 0.160 0.364
H -1.286 2.561 7.758 0.021 -0.451 -0.076
H 0.720 3.911 1.815 -0.529 0.174 0.326
H 1.635 2.580 2.427 0.231 0.034 0.471
H 2.092 4.301 2.841 0.386 -0.365 -0.518
H -2.442 2.989 3.903 -0.015 0.408 -0.168
H -2.916 1.676 2.929 0.154 -0.098 -0.498
H -1.981 3.036 2.180 0.353 -0.214 -0.057
C -3.553 -1.410 2.051 -0.015 0.138 0.580
O -4.272 -1.582 0.799 0.629 -0.408 -0.090
P -5.296 -0.472 0.280 -0.859 0.768 0.525
O -5.917 -0.706 -1.051 1.215 -0.162 1.558
O -4.399 0.847 0.435 -1.790 -0.922 1.040
C -3.493 1.247 -0.557 -0.166 0.446 0.057
O -6.318 -0.286 1.527 2.200 0.427 -0.918
C -7.406 -1.152 1.656 -2.258 -0.513 -0.058
H -2.711 -0.718 2.056 0.002 0.288 -0.926
H -3.115 -2.358 2.363 -0.494 -0.173 -0.256
H -4.197 -1.009 2.833 -0.325 -0.342 -0.097
H -2.560 1.403 -0.016 0.253 0.090 -0.570
H -3.911 2.177 -0.943 0.512 0.059 -0.346
H -3.438 0.503 -1.351 0.258 0.084 -0.153
H -7.641 -1.642 0.712 -0.116 0.124 -0.034
H -8.253 -0.552 1.990 -0.102 0.236 -0.483
H -7.415 -1.920 2.429 1.290 -0.077 0.144
C 4.733 -0.352 -0.720 -0.859 -0.593 -0.057
O 3.987 -1.025 -1.743 0.328 2.032 -1.342
C 3.572 -2.297 -1.473 0.311 -0.719 1.448
C 2.751 -2.922 -2.563 0.367 0.028 0.386
O 1.611 -2.083 -2.836 0.084 -0.791 -1.007
C 0.704 -2.605 -3.803 0.860 -0.385 1.251
C -0.351 -1.556 -3.942 0.408 1.179 -0.341
O -1.080 -1.191 -2.737 0.705 -0.995 -0.919
C -1.947 -2.130 -2.180 -1.446 0.318 -0.056
H 5.570 -0.970 -0.394 0.100 0.093 0.086
H 4.041 -0.165 0.101 0.215 -0.095 0.485
H 5.064 0.627 -1.067 0.040 -0.306 -0.378
H 3.042 -2.336 -0.522 -0.346 -0.012 0.326
H 4.456 -2.919 -1.333 0.067 -0.557 0.055
H 2.416 -3.902 -2.224 -0.243 -0.085 0.228
H 3.459 -3.155 -3.358 -0.550 0.614 -0.982
H 0.360 -3.601 -3.526 -0.496 -0.059 0.415
H 1.091 -2.753 -4.811 0.593 0.240 -0.113
H -0.939 -1.843 -4.813 -1.073 -0.144 0.414
H 0.180 -0.660 -4.262 -0.210 0.337 0.480
H -2.618 -2.447 -2.978 -0.248 -0.182 -0.475
H -2.581 -1.666 -1.425 0.458 0.132 0.172
H -1.548 -3.080 -1.822 0.869 -0.040 0.006
```
Positions in Å, forces in eV/Å.

Computed properties:
E: -129160.5130 eV
molecular weight: 752.3 g/mol
orbital gap (spin up / spin down): 9.92 / 3.20 eV
spin multiplicity: 2
charge: +1
HOMO (spin up / spin down): -12.59 / -12.58 eV